Computed, not measured: C50H74N6PTi as an isolated structure in a non-equilibrium geometry, with ωB97M-V with the def2-TZVPD basis set.

As for the HOMO-LUMO gap (alpha / beta): 0.153 / 0.205 Ha. As for the net charge: -1. Its spin multiplicity is 3. Its expectation value of S² is 2.0073.

XYZ file:
```
132
C50H74N6PTi ωB97M-V with the def2-TZVPD basis set
H 3.80 4.82 -0.27
C -0.96 -2.46 3.69
C -5.03 1.01 2.87
H -1.21 4.17 4.33
H 5.88 -2.26 0.16
H -1.97 -3.10 -4.02
H -5.59 4.08 -1.04
C 5.78 -2.24 2.31
C -2.61 -2.41 -3.48
C 0.91 -1.92 2.56
C -2.87 -4.06 3.68
C -3.63 2.33 1.17
P -0.28 -1.49 -1.85
C 1.36 0.51 -2.85
H 2.50 -1.72 -1.47
H 3.04 -3.31 -2.03
C -0.20 5.91 -0.56
C -2.25 -3.44 -1.24
C -1.62 3.25 0.03
C -2.37 -0.60 2.81
H -0.55 -1.38 -5.04
C 0.44 4.56 -0.46
H -5.61 -0.82 1.88
H 6.42 -1.36 2.40
C 2.92 5.17 -0.82
H 4.52 0.94 -2.56
H 0.72 -3.07 0.09
H 5.90 1.45 -0.56
C 1.77 4.25 -0.55
H 6.21 0.49 -2.86
H 3.54 4.31 -2.71
C 2.83 -1.04 1.25
C 5.32 0.27 -2.27
H 2.44 5.67 -2.87
H -5.51 3.31 1.36
H -1.00 6.01 0.18
H 0.54 -4.36 4.97
C -0.25 3.35 -0.15
H 6.40 -3.13 2.46
C 4.17 -1.13 0.73
H -0.73 1.70 -3.77
C 5.10 -2.28 0.94
H 1.50 -4.97 2.14
H -1.27 4.59 2.60
N 2.25 0.14 0.85
H -6.36 0.64 1.21
H -2.54 -0.87 -0.40
C 0.86 -3.79 -0.72
C -2.61 0.51 2.02
H 4.55 -3.22 0.84
C -0.35 2.79 3.01
C -4.60 3.40 0.77
N 0.41 1.98 2.70
C 0.29 -0.77 -4.72
H -4.73 0.51 3.80
H -1.23 7.18 -1.99
C -4.93 3.27 -0.72
H -3.61 -2.85 -3.43
C 2.32 -2.51 -2.21
C 1.04 -4.05 4.04
C -1.16 -1.29 2.90
H 4.13 5.95 -2.44
H 2.51 -2.13 -3.21
H -3.55 -4.64 4.30
C -2.11 -2.16 -2.06
H -3.99 -1.54 -1.19
H 5.01 -0.75 -2.49
H 1.39 -4.76 -3.25
C -2.99 -1.13 -1.36
C 2.21 -1.98 2.06
C 0.61 -3.99 -3.22
H -3.18 -0.95 3.43
N -0.01 -0.96 2.24
H -1.23 1.05 -2.20
H -1.94 0.43 -3.72
C 4.41 0.04 0.04
C 0.34 -2.87 3.46
N 0.64 2.31 -0.02
N -0.11 -0.78 -0.51
H -2.24 -4.74 3.11
H 3.94 2.61 -0.73
H 1.24 0.78 -1.80
H 0.00 6.13 -2.71
H -6.94 -0.03 2.75
H 2.80 -2.84 2.35
H -1.53 -3.71 5.32
C -3.82 1.28 2.03
H -5.50 1.96 3.15
C -1.03 0.79 -3.25
C 3.21 0.82 0.14
C 0.10 -0.24 -3.30
H 1.21 -1.35 -4.80
H 2.67 6.17 -0.45
H -3.31 -3.66 -1.09
H 1.71 -6.05 3.53
H -3.45 -3.47 2.96
C 1.88 2.85 -0.28
H 1.48 1.43 -3.44
H 0.37 0.08 -5.40
H 5.03 -2.20 3.09
H -1.54 5.45 -2.19
C 5.61 0.41 -0.77
C -2.00 -3.13 4.53
C -1.34 3.78 3.32
H 0.55 6.68 -0.34
H 6.45 -0.23 -0.50
H -0.34 -4.50 -3.11
H -2.33 3.32 3.23
C -6.05 0.14 2.13
C 3.07 2.12 -0.32
C 0.90 -3.04 -2.05
H -2.65 -2.38 5.00
H -3.11 -0.22 -1.94
H 2.26 -0.08 -2.97
H 0.62 -3.47 -4.17
C 1.09 -5.26 3.10
H -4.17 4.39 0.96
H -1.81 -4.30 -1.74
H 1.81 -4.31 -0.55
H 0.09 -5.66 2.94
N -1.70 1.07 1.15
H -2.21 4.13 -0.21
H -5.41 2.31 -0.92
C 3.28 5.28 -2.30
H 0.08 -4.54 -0.68
H -1.78 -3.31 -0.27
H 2.07 -3.76 4.29
C -2.29 2.21 0.67
H -2.69 -1.49 -4.04
H -4.02 3.31 -1.31
Ti 0.25 0.46 0.85
C -0.78 6.19 -1.95
```

Mulliken population analysis, charges in e, atoms 1 to 6: number 1, H, carries 0.4031; number 2, C, carries 0.5296; number 3, C, carries -1.2380; number 4, H, carries 0.4728; number 5, H, carries 0.5365; number 6, H, carries 0.2495